<w>
The following is a quantum chemistry calculation of C6H10O2 as an isolated structure, from OMol25.

Geometry as XYZ:
```
18
Properties=species:S:1:pos:R:3:nbo_charge:R:1
C 2.007 -0.425 0.184 -0.030
C 1.370 0.812 -0.391 -0.527
C -0.189 0.960 0.346 0.125
C -1.690 0.615 -0.246 -0.444
C -1.797 -1.094 0.109 -0.417
C -0.309 -1.041 0.063 0.366
H 2.456 -0.437 1.123 0.196
H 2.840 -0.558 -0.652 0.189
H 1.662 0.750 -1.469 0.220
H 1.897 1.490 0.306 0.245
H -0.306 2.019 0.957 0.156
H -1.625 0.424 -1.332 0.210
H -2.280 1.370 0.365 0.244
H -2.045 -1.480 -0.840 0.207
H -2.537 -1.429 0.908 0.235
H -0.378 -0.335 -0.784 0.159
O 0.910 -1.703 0.108 -0.546
O 0.015 0.062 1.244 -0.589
```

For the HOMO-LUMO gap, the calculation gives 10.17 eV. The LUMO energy is 1.00 eV. The value obtained for the highest occupied orbital energy is -9.166 eV.

***

<x>
The following is a quantum chemistry calculation of the molecule C6H10O2, from OMol25.

Geometry as XYZ:
```
18
Properties=species:S:1:pos:R:3:nbo_charge:R:1
C 2.124 0.929 0.182 -0.724
C 1.543 -0.154 -0.688 0.619
O 1.776 -0.245 -1.867 -0.553
C 0.586 -1.092 0.023 -0.532
C -0.759 -0.401 0.075 -0.086
C -1.302 -0.041 1.423 -0.639
C -1.399 -0.120 -1.057 0.131
O -2.612 0.517 -1.080 -0.689
H 2.731 1.606 -0.413 0.234
H 1.319 1.482 0.659 0.232
H 2.739 0.482 0.961 0.228
H 0.929 -1.304 1.034 0.220
H 0.517 -2.023 -0.543 0.238
H -2.253 0.471 1.311 0.234
H -1.450 -0.939 2.022 0.214
H -0.611 0.609 1.961 0.207
H -0.971 -0.390 -2.014 0.182
H -2.908 0.614 -1.989 0.485
```

For the HOMO-LUMO gap, the calculation gives 9.23 eV. The SMILES is CC(=O)C/C(C)=C/O. The LUMO energy is 0.73 eV. The value obtained for the highest occupied orbital energy is -8.503 eV.

***

<y>
The following is a quantum chemistry calculation of C6H10O2 as an isolated structure, from OMol25.

Geometry as XYZ:
```
18
Properties=species:S:1:pos:R:3:nbo_charge:R:1
C -2.154 -0.190 0.055 -0.607
C -0.757 -0.154 0.131 0.212
C 0.081 -0.756 -0.997 -0.461
C 1.174 -0.021 -0.078 0.263
C 0.783 1.461 -0.127 -0.088
C 0.317 -0.442 1.171 -0.449
H -2.386 0.154 -1.070 0.231
H -2.392 -1.232 0.182 0.202
H -2.957 0.422 0.757 0.235
H -0.068 -0.369 -2.105 0.213
H 0.108 -1.824 -1.202 0.230
H 2.909 -0.979 0.426 0.475
H 1.202 1.986 0.699 0.171
H 1.113 1.931 -1.008 0.180
H 0.636 -1.461 1.458 0.216
H 0.435 0.301 1.882 0.215
O 2.585 -0.135 -0.110 -0.707
O -0.628 1.307 -0.063 -0.532
```

For the HOMO-LUMO gap, the calculation gives 10.30 eV. The LUMO energy is 0.67 eV. The value obtained for the highest occupied orbital energy is -9.636 eV.

***

The structure with the least stability is <w>.

***

<w>
The following is a quantum chemistry calculation of C17H27NO2 as an isolated structure, from OMol25.

Geometry as XYZ:
```
47
Properties=species:S:1:pos:R:3:nbo_charge:R:1
C -5.299 -0.865 1.365 -0.516
C -4.506 -0.487 -0.025 -0.409
C -3.416 0.663 0.177 -0.418
C -2.798 0.888 -1.126 -0.042
O -1.928 1.822 -1.150 -0.509
C -0.905 1.697 -0.091 -0.110
C 0.185 2.597 -0.407 -0.445
H -0.188 3.723 -0.892 0.232
C 1.308 2.902 0.395 -0.222
N 2.121 1.606 0.744 -0.619
C 3.295 1.658 0.353 0.729
O 3.881 2.398 -0.367 -0.636
C 3.955 -0.079 0.589 -0.469
H 3.609 -0.114 1.727 0.189
H 5.008 0.193 0.599 0.237
C 3.500 -0.990 -0.226 -0.332
C 2.133 -1.446 -0.320 0.075
C 1.347 -1.275 -1.482 -0.265
C 0.157 -1.486 -1.679 -0.158
C -0.624 -1.979 -0.352 -0.244
C 0.054 -2.082 0.636 -0.202
C 1.317 -1.619 0.928 -0.241
H 1.960 -1.670 1.768 0.228
H -0.460 -2.362 1.800 0.179
H -1.634 -2.154 -0.749 0.235
H -0.397 -1.525 -2.565 0.215
H 1.892 -1.070 -2.464 0.208
C 4.408 -2.080 -0.138 -0.540
H 4.075 -2.684 0.991 0.151
H 5.471 -2.081 -0.101 0.232
H 4.123 -2.882 -0.900 0.208
H 3.821 -0.585 -1.458 0.181
H 1.602 0.923 1.177 0.412
H 2.085 3.470 0.126 0.243
H 0.884 3.169 1.429 0.165
H 0.757 2.563 -1.464 0.229
H -0.496 0.744 -0.377 0.205
H -1.135 2.019 1.166 0.183
H -3.598 1.284 -1.835 0.179
H -2.443 0.158 -1.380 0.126
H -2.772 0.115 1.090 0.215
H -4.159 1.554 0.854 0.214
H -4.311 -1.408 -0.446 0.195
H -5.449 -0.228 -0.697 0.187
H -4.737 -1.218 1.913 0.154
H -5.658 -0.059 1.726 0.184
H -6.038 -1.719 1.141 0.186
```

For the HOMO-LUMO gap, the calculation gives 8.37 eV. The LUMO energy is 0.21 eV. The value obtained for the highest occupied orbital energy is -8.155 eV.

***

<x>
The following is a quantum chemistry calculation of the molecule C17H27NO2, from OMol25.

Geometry as XYZ:
```
47
Properties=species:S:1:pos:R:3:nbo_charge:R:1
C -0.353 8.086 1.811 -0.597
C -0.690 6.789 1.086 -0.392
C 0.555 5.941 0.843 -0.409
C 0.228 4.640 0.121 -0.047
O 1.422 3.918 -0.075 -0.542
C 1.225 2.692 -0.739 -0.056
C 2.580 2.016 -0.917 -0.416
C 2.451 0.658 -1.608 -0.230
N 1.710 -0.292 -0.811 -0.620
C 0.441 -0.662 -1.106 0.683
O -0.131 -0.294 -2.111 -0.636
C -0.187 -1.617 -0.108 -0.481
C -0.266 -3.029 -0.718 -0.232
C 1.131 -3.612 -0.941 -0.603
C -1.098 -3.935 0.156 -0.022
C -2.281 -4.481 -0.326 -0.206
C -3.053 -5.313 0.464 -0.203
C -2.654 -5.611 1.755 -0.221
C -1.478 -5.071 2.248 -0.222
C -0.708 -4.240 1.455 -0.169
H 0.100 7.876 2.777 0.201
H 0.347 8.678 1.226 0.201
H -1.251 8.677 1.975 0.208
H -1.407 6.216 1.679 0.194
H -1.163 7.019 0.129 0.195
H 1.034 5.700 1.793 0.201
H 1.275 6.499 0.241 0.202
H -0.248 4.851 -0.850 0.159
H -0.481 4.041 0.716 0.157
H 0.753 2.857 -1.719 0.169
H 0.549 2.049 -0.151 0.162
H 3.044 1.898 0.064 0.199
H 3.220 2.666 -1.513 0.215
H 1.903 0.764 -2.547 0.234
H 3.446 0.252 -1.815 0.198
H 2.117 -0.568 0.069 0.392
H -1.202 -1.271 0.096 0.240
H 0.373 -1.637 0.827 0.197
H -0.758 -2.933 -1.691 0.224
H 1.690 -2.995 -1.640 0.215
H 1.053 -4.616 -1.352 0.219
H 1.685 -3.669 -0.007 0.197
H -2.599 -4.251 -1.333 0.211
H -3.969 -5.729 0.072 0.213
H -3.255 -6.260 2.375 0.213
H -1.159 -5.298 3.255 0.211
H 0.206 -3.828 1.856 0.195
```

For the HOMO-LUMO gap, the calculation gives 9.88 eV. The SMILES is CCCCOCCCNC(=O)C[C@@H](C)c1ccccc1. The LUMO energy is 0.73 eV. The value obtained for the highest occupied orbital energy is -9.142 eV.

***

The structure with the least stability is <w>.

***

<w>
The following is a quantum chemistry calculation of an isolated ion of composition C10H19N2O and charge +1, from OMol25.

Geometry as XYZ:
```
32
Properties=species:S:1:pos:R:3:nbo_charge:R:1
C 0.679 -1.402 -1.382 0.132
C -0.669 -1.901 -1.618 -0.505
C 2.512 0.116 0.683 -0.439
C 1.682 0.858 1.658 -0.306
C 2.130 0.431 -0.744 -0.210
C -1.469 -1.421 -0.453 0.085
C -0.315 0.570 -0.574 0.686
C -2.943 -1.726 -0.754 -0.590
C -0.549 2.042 -0.736 -0.710
C -0.615 1.222 2.449 -0.473
N 0.301 0.406 1.698 -0.277
N 0.794 -0.117 -0.973 -0.377
O -1.473 -0.054 -0.371 -0.470
H 1.600 -1.940 -1.477 0.223
H -1.044 -1.319 -2.576 0.240
H -0.676 -2.973 -1.803 0.271
H 3.571 0.423 0.962 0.250
H 2.617 -0.968 0.796 0.234
H 2.175 0.635 2.680 0.244
H 1.728 1.942 1.558 0.198
H 2.067 1.622 -0.965 0.229
H 2.887 -0.039 -1.359 0.245
H -1.026 -1.985 0.407 0.212
H -3.074 -1.092 -1.563 0.213
H -3.496 -1.537 0.161 0.230
H -3.019 -2.741 -0.943 0.218
H -1.622 2.050 -0.323 0.282
H -0.689 2.218 -1.796 0.259
H 0.399 2.623 -0.379 0.254
H -0.815 0.573 3.281 0.248
H -0.158 2.188 2.622 0.189
H -1.491 1.295 1.831 0.215
```

For the HOMO-LUMO gap (alpha / beta), the calculation gives 7.24 / 8.41 eV. The charge is +1. The LUMO energy (alpha / beta) is -4.22 / -4.20 eV. The value obtained for the highest occupied orbital energy (alpha / beta) is -11.461 / -12.608 eV.

***

<x>
The following is a quantum chemistry calculation of an isolated ion of composition C10H19N2O and charge +1, from OMol25.

Geometry as XYZ:
```
32
Properties=species:S:1:pos:R:3:nbo_charge:R:1
C 1.688 1.527 1.954 -0.649
C 1.121 1.366 0.617 0.185
C 1.854 2.051 -0.433 -0.664
N 0.601 -0.089 0.391 -0.430
C 1.068 -1.158 -0.597 -0.212
C 0.291 -2.494 -0.592 -0.420
C -0.979 -2.327 -1.479 -0.399
C -1.881 -1.139 -1.243 -0.522
C -1.475 0.187 -1.754 0.228
N -0.836 1.098 -1.100 -0.470
C -0.433 0.978 0.214 0.291
C -1.530 1.065 1.317 -0.079
O -1.075 0.278 2.358 -0.735
H 1.444 2.560 2.350 0.259
H 2.778 1.402 1.810 0.243
H 1.194 0.786 2.616 0.229
H 1.238 2.756 -0.976 0.260
H 2.290 1.238 -1.105 0.233
H 2.731 2.608 -0.069 0.246
H 0.683 -0.482 1.327 0.447
H 2.052 -1.305 -0.329 0.220
H 0.924 -0.677 -1.595 0.226
H 0.106 -2.750 0.499 0.227
H 0.941 -3.126 -1.198 0.253
H -1.639 -3.233 -1.314 0.241
H -0.836 -2.425 -2.620 0.228
H -2.052 -1.063 -0.232 0.214
H -2.821 -1.412 -1.736 0.253
H -1.773 0.425 -2.794 0.209
H -2.479 0.759 0.951 0.182
H -1.752 2.062 1.545 0.202
H -1.443 0.536 3.214 0.507
```

For the HOMO-LUMO gap, the calculation gives 10.35 eV. The charge is +1. The SMILES is CC1(C)[N@@H+]2CCCC/C=N\[C@@]21CO. The LUMO energy is -2.73 eV. The value obtained for the highest occupied orbital energy is -13.083 eV.

***

The structure with the least stability is <w>.